This record from the OMol25 dataset describes an isolated molecule of C5H6O in a non-equilibrium geometry. The level of theory is ωB97M-V with the def2-TZVPD basis set.

ORCA input file:
```
! RIJCOSX wB97M-V def2-TZVPD def2/J DEFGRID3
* xyz 0 1
C 1.758 0.091 0.834
C 1.458 -0.382 -0.238
C 0.352 -0.817 -1.082
C -0.586 -0.494 0.170
C -1.099 0.929 0.207
O -0.863 -1.344 0.981
H 2.086 0.431 1.784
H 0.252 -0.224 -2.008
H 0.328 -1.885 -1.319
H -2.091 0.841 -0.243
H -0.489 1.605 -0.396
H -1.217 1.341 1.213
*
```

As for the energy above the lowest of the compared OMol25 structures with the same formula, charge and spin: 245.2 kJ/mol. The SMILES is C#CCC(C)=O. For the orbital gap, the calculation gives 10.2 eV. As for the lowest unoccupied orbital energy: 0.9 eV. The total energy comes out at -269.25285 Ha.

This record from the OMol25 dataset describes a structure of composition C42H30Cl2NO2P2PdS7. The level of theory is ωB97M-V with the def2-TZVPD basis set.

ORCA input file:
```
! RIJCOSX wB97M-V def2-TZVPD def2/J DEFGRID3
* xyz -1 1
Pd -0.226 -0.211 1.185
S -3.009 0.432 3.061
P -3.011 0.930 1.157
C -1.917 0.043 0.122
P -1.127 0.525 -1.335
S 0.607 -0.455 -1.395
C -2.156 0.290 -2.823
C -3.477 0.726 -2.876
C -4.222 0.569 -4.037
C -3.653 -0.023 -5.155
C -2.337 -0.464 -5.110
C -1.592 -0.309 -3.947
C -0.637 2.291 -1.517
C 0.073 2.881 -0.473
C 0.565 4.169 -0.587
C 0.354 4.892 -1.758
C -0.354 4.318 -2.799
C -0.852 3.023 -2.679
C -2.795 2.751 1.026
C -2.143 3.423 2.057
C -1.919 4.789 1.978
C -2.345 5.505 0.866
C -2.997 4.844 -0.165
C -3.222 3.476 -0.082
C -4.699 0.695 0.496
C -5.725 1.587 0.810
C -7.019 1.345 0.372
C -7.303 0.204 -0.369
C -6.291 -0.697 -0.667
C -4.992 -0.452 -0.236
H -3.938 1.178 -2.008
H -5.252 0.904 -4.059
H -4.237 -0.146 -6.060
H -1.890 -0.932 -5.978
H -0.567 -0.656 -3.895
H 0.236 2.322 0.441
H 1.099 4.617 0.242
H 0.737 5.902 -1.849
H -0.525 4.874 -3.713
H -1.402 2.590 -3.506
H -1.836 2.859 2.929
H -1.412 5.298 2.790
H -2.168 6.572 0.801
H -3.329 5.390 -1.040
H -3.740 2.980 -0.895
H -5.508 2.468 1.402
H -7.809 2.046 0.614
H -8.316 0.015 -0.706
H -6.509 -1.591 -1.239
H -4.186 -1.138 -0.468
S 2.085 -4.566 6.486
C 1.612 -3.603 5.260
S 2.398 -2.063 4.964
C 1.369 -1.511 3.681
C 0.655 -2.653 2.948
S -0.885 -2.218 2.174
S 0.290 -3.937 4.202
S 1.237 0.057 3.295
Cl 6.008 -1.545 2.451
C 5.239 -0.755 1.107
C 4.697 0.500 1.317
C 4.074 1.169 0.279
C 4.000 0.581 -0.972
C 4.538 -0.677 -1.158
Cl 4.407 -1.409 -2.737
C 5.157 -1.404 -0.129
N 5.714 -2.670 -0.347
C 5.436 -3.812 0.474
C 6.533 -4.495 0.994
C 6.369 -5.612 1.796
C 5.090 -6.052 2.099
C 3.995 -5.391 1.568
C 4.147 -4.281 0.736
C 2.914 -3.646 0.134
C 2.248 -2.691 1.097
O 1.612 -3.355 2.081
O 2.315 -1.498 1.024
H 4.760 0.937 2.305
H 3.626 2.140 0.444
H 3.485 1.066 -1.788
H 5.808 -2.890 -1.327
H 7.519 -4.103 0.781
H 7.236 -6.123 2.198
H 4.943 -6.910 2.744
H 2.993 -5.737 1.791
H 2.195 -4.421 -0.132
H 3.155 -3.075 -0.759
*
```

As for the energy above the lowest of the compared OMol25 structures with the same formula, charge and spin: 0.0 kJ/mol. For the orbital gap, the calculation gives 5.4 eV. As for the lowest unoccupied orbital energy: 1.1 eV. The total energy comes out at -6342.14767 Ha.

This record from the OMol25 dataset describes the ion C2H4Br2N with charge +1 in a non-equilibrium geometry. The level of theory is ωB97M-V with the def2-TZVPD basis set.

ORCA input file:
```
! RIJCOSX wB97M-V def2-TZVPD def2/J DEFGRID3
* xyz 1 1
C 0.800 0.051 0.706
C -1.087 -0.102 -0.152
N 0.337 -0.073 -0.679
Br -1.928 -1.755 0.023
Br -1.842 1.735 -0.047
H 1.036 0.975 1.276
H 1.239 -0.823 1.087
H 0.636 0.845 -1.182
H 0.807 -0.853 -1.032
*
```

As for the energy above the lowest of the compared OMol25 structures with the same formula, charge and spin: 286.0 kJ/mol. For the orbital gap (spin up / spin down), the calculation gives 8.5 / 8.5 eV. As for the lowest unoccupied orbital energy (spin up / spin down): -5.3 / -5.3 eV. The total energy comes out at -5280.96885 Ha.

This record from the OMol25 dataset describes a structure of composition C18H18ClOYb in a non-equilibrium geometry. The level of theory is ωB97M-V with the def2-TZVPD basis set.

ORCA input file:
```
! RIJCOSX wB97M-V def2-TZVPD def2/J DEFGRID3
* xyz 0 2
C -4.169 1.530 -0.448
C -3.267 2.596 -0.207
C -2.092 2.339 -0.941
H -3.446 3.450 0.425
C -2.266 1.119 -1.625
C -3.547 0.612 -1.326
H -3.976 -0.303 -1.700
H -5.160 1.439 -0.038
H -1.206 2.948 -0.956
H -1.517 0.628 -2.228
C -2.035 0.450 3.040
C -3.388 0.756 2.822
C -3.965 -0.306 2.084
H -3.893 1.655 3.135
C -2.963 -1.274 1.845
C -1.768 -0.796 2.434
H -0.803 -1.273 2.393
H -1.312 1.076 3.533
H -4.990 -0.369 1.765
H -3.094 -2.210 1.328
Yb -2.360 0.646 0.692
O 1.424 -0.083 -0.397
C 2.181 1.081 -0.714
C 2.380 -0.166 -1.459
H 1.622 1.896 -1.162
H 2.922 1.370 0.025
H 1.933 -0.225 -2.448
H 4.064 -1.062 -3.345
C 4.351 -1.385 -2.352
C 3.570 -1.023 -1.257
C 3.940 -1.460 0.012
H 3.316 -1.205 0.858
C 5.076 -2.235 0.182
H 5.350 -2.574 1.172
C 5.858 -2.582 -0.912
H 6.743 -3.189 -0.777
C 5.491 -2.156 -2.180
H 6.089 -2.431 -3.039
Cl -5.095 2.716 1.766
*
```

For the orbital gap (spin up / spin down), the calculation gives 6.8 / 6.9 eV. Its expectation value of S² is 0.751. As for the lowest unoccupied orbital energy (spin up / spin down): -0.4 / -0.4 eV. The total energy comes out at -2390.68009 Ha.

Question: Which formula does entry 2 have?
Answer: C42H30Cl2NO2P2PdS7